A molecular structure, C28H26FeN9SSe2. Source: the OMol25 dataset; level of theory: wB97M-V/def2-TZVPD.

Calculated values
HOMO energy (spin up / spin down): -13.1445 / -13.2548 eV
Relative energy (zero: lowest compared OMol25 entry of this formula, charge and spin): 0.2771 eV
⟨S²⟩: 8.813
Gap between HOMO and LUMO (spin up / spin down): 6.3 / 5.6 eV
Charge: +2
LUMO level (spin up / spin down): -0.2500 / -0.2803 Eh
Spin multiplicity: 6

Positions of all 67 atoms, in Å:
Fe (-0.178, -0.413, -0.390)
C (-1.471, 2.509, 4.317)
C (-2.058, 1.336, 3.855)
C (-1.387, 0.525, 2.961)
C (-0.085, 0.856, 2.558)
C (0.508, 2.031, 3.041)
C (-0.193, 2.857, 3.899)
N (0.564, 0.070, 1.614)
C (1.890, -0.203, 1.759)
C (2.574, -0.195, 2.994)
C (3.916, -0.506, 3.044)
C (4.625, -0.823, 1.885)
C (3.983, -0.843, 0.655)
C (2.631, -0.555, 0.599)
N (1.877, -0.504, -0.589)
N (2.463, -0.409, -1.704)
C (1.552, -0.293, -2.785)
C (2.084, -0.080, -4.042)
C (1.205, 0.098, -5.103)
C (-0.158, 0.042, -4.860)
C (-0.603, -0.186, -3.562)
N (0.229, -0.345, -2.538)
H (-2.008, 3.150, 5.000)
H (-3.045, 1.056, 4.194)
H (-1.842, -0.386, 2.603)
H (1.497, 2.308, 2.702)
H (0.259, 3.775, 4.245)
H (2.025, 0.017, 3.898)
H (4.424, -0.514, 3.997)
H (5.676, -1.065, 1.945)
H (4.516, -1.082, -0.254)
H (3.156, -0.047, -4.163)
H (1.580, 0.279, -6.099)
H (-0.875, 0.173, -5.655)
H (-1.660, -0.234, -3.331)
N (0.472, -3.058, -0.991)
N (-0.067, -4.195, -0.368)
C (-0.681, -4.084, 0.838)
N (-1.056, -5.240, 1.395)
S (-0.956, -2.616, 1.590)
H (0.317, -3.123, -1.995)
H (1.480, -3.016, -0.827)
H (0.247, -5.106, -0.685)
H (-0.914, -6.136, 0.957)
H (-1.500, -5.216, 2.299)
Se (-2.428, 2.630, -1.792)
Se (-2.815, 1.990, 0.398)
C (-3.267, 0.164, -0.001)
C (-4.554, -0.276, 0.275)
C (-4.927, -1.546, -0.129)
C (-4.008, -2.324, -0.819)
C (-2.738, -1.819, -1.010)
N (-2.353, -0.605, -0.595)
C (-0.590, 3.130, -1.516)
C (-0.234, 4.419, -1.888)
C (1.069, 4.837, -1.682)
C (1.953, 3.951, -1.093)
C (1.497, 2.687, -0.758)
N (0.254, 2.253, -0.973)
H (-5.255, 0.387, 0.761)
H (-5.927, -1.908, 0.061)
H (-4.264, -3.305, -1.185)
H (-1.981, -2.412, -1.507)
H (-0.975, 5.080, -2.316)
H (1.376, 5.837, -1.952)
H (2.975, 4.228, -0.887)
H (2.180, 1.993, -0.292)

Atomic partial charges in e from the Löwdin method, atoms 1 to 2: 0.764, -0.041


2 unconnected molecules or ions with the total composition C8H12F10NO7PS2. Source: the OMol25 dataset; level of theory: wB97M-V/def2-TZVPD.

Calculated values
SMILES: O=S(=O)(F)N(P(O)O)S(=O)(=O)C(F)(F)C(F)(F)C(F)(F)C(F)(F)F.CCOCC
HOMO energy: -9.8166 eV
Gap between HOMO and LUMO: 9.9 eV
LUMO level: 0.0028 Eh

Positions of all 41 atoms, in Å:
O (6.215, -1.220, 0.448)
S (4.944, -1.530, -0.072)
O (4.821, -2.905, -0.331)
F (3.880, -1.086, 1.003)
N (4.808, -0.577, -1.482)
P (4.788, 1.239, -1.232)
O (3.483, 1.936, -1.917)
O (4.788, 1.579, 0.374)
S (3.746, -1.188, -2.679)
O (3.598, -0.310, -3.793)
O (4.323, -2.388, -3.159)
C (2.063, -1.698, -2.066)
F (1.407, -2.073, -3.160)
F (2.094, -2.763, -1.282)
C (1.210, -0.585, -1.401)
F (1.880, 0.092, -0.438)
F (0.921, 0.297, -2.356)
C (-0.129, -1.075, -0.742)
F (-1.027, -0.099, -0.929)
F (-0.622, -2.184, -1.285)
C (-0.044, -1.294, 0.804)
F (-0.085, -0.177, 1.496)
F (-1.124, -2.001, 1.141)
F (1.013, -2.002, 1.180)
H (3.630, 2.087, -2.863)
H (3.859, 1.764, 0.626)
C (-4.749, 0.799, 3.365)
C (-3.609, 1.525, 2.672)
O (-3.099, 0.841, 1.542)
C (-4.015, 0.598, 0.488)
C (-4.615, 1.861, -0.105)
H (-4.433, -0.199, 3.675)
H (-5.071, 1.354, 4.247)
H (-5.615, 0.680, 2.712)
H (-2.775, 1.622, 3.369)
H (-3.904, 2.544, 2.399)
H (-4.800, -0.090, 0.821)
H (-3.455, 0.074, -0.286)
H (-5.195, 2.423, 0.628)
H (-5.278, 1.611, -0.935)
H (-3.827, 2.520, -0.474)

Atomic partial charges in e from the Löwdin method, atoms 1 to 2: -0.221, 0.525


C4H7NO in the gas phase. Source: the OMol25 dataset; level of theory: wB97M-V/def2-TZVPD.

Calculated values
SMILES: CC=C=CNO
HOMO energy: -8.1449 eV
Relative energy (zero: lowest compared OMol25 entry of this formula, charge and spin): 6.1312 eV
Gap between HOMO and LUMO: 9.0 eV
LUMO level: 0.0301 Eh

Positions of all 13 atoms, in Å:
C (2.265, 0.253, -0.778)
C (0.971, 0.492, 0.221)
C (-0.099, -0.324, 0.480)
C (-1.153, -0.681, 1.096)
N (-2.354, -0.588, 0.439)
O (-2.138, -0.281, -0.954)
H (3.157, -0.087, -0.267)
H (2.535, 1.175, -1.287)
H (1.901, -0.537, -1.444)
H (0.966, 1.587, 0.534)
H (-1.268, -1.246, 1.990)
H (-3.290, -0.474, 0.922)
H (-1.494, 0.712, -0.953)

Atomic partial charges in e from the Löwdin method, atoms 1 to 2: -0.086, -0.112


2 unconnected molecules or ions with the total composition C4H11N3. Source: the OMol25 dataset; level of theory: wB97M-V/def2-TZVPD.

Calculated values
SMILES: [H]/N=N\CC.[H]/N=C\C
HOMO energy: -8.6775 eV
Relative energy (zero: lowest compared OMol25 entry of this formula, charge and spin): 5.3303 eV
Gap between HOMO and LUMO: 9.0 eV
LUMO level: 0.0114 Eh

Positions of all 18 atoms, in Å:
H (0.038, -2.469, 0.264)
N (-0.550, -1.812, -0.268)
N (-0.003, -0.753, -0.567)
C (1.513, -0.134, 0.162)
C (2.064, -1.032, 1.236)
H (1.473, 0.907, 0.484)
H (2.125, -0.138, -0.738)
H (2.019, -2.081, 0.927)
H (1.500, -0.933, 2.166)
H (3.113, -0.793, 1.445)
H (-3.264, 0.686, 0.179)
N (-2.404, 0.390, 0.647)
C (-1.359, 0.715, -0.057)
C (-1.447, 1.481, -1.360)
H (-0.396, 0.973, 0.520)
H (-2.009, 2.405, -1.217)
H (-0.448, 1.725, -1.727)
H (-1.964, 0.863, -2.097)

Atomic partial charges in e from the Löwdin method, atoms 1 to 2: 0.055, 0.083


A molecular structure, C25H35HgN12O3. Source: the OMol25 dataset; level of theory: wB97M-V/def2-TZVPD.

Calculated values
HOMO energy (spin up / spin down): 1.0994 / -1.7529 eV
Relative energy (zero: lowest compared OMol25 entry of this formula, charge and spin): 1.7478 eV
⟨S²⟩: 0.758
Gap between HOMO and LUMO (spin up / spin down): 3.3 / 6.1 eV
Charge: -2
LUMO level (spin up / spin down): 0.1605 / 0.1605 Eh
Spin multiplicity: 2

Positions of all 76 atoms, in Å:
Hg (0.954, -0.153, 0.358)
C (1.088, 2.059, -3.811)
C (0.769, 0.955, -2.791)
O (0.786, 1.308, -1.568)
C (0.484, -0.297, -3.295)
C (0.341, -1.499, -2.559)
C (0.104, -2.783, -3.328)
N (0.480, -1.574, -1.257)
N (0.448, -2.846, -0.750)
C (0.912, -2.974, 0.474)
O (1.408, -2.054, 1.215)
C (0.924, -4.361, 0.959)
C (1.284, -4.660, 2.277)
C (1.339, -5.966, 2.711)
C (1.056, -7.012, 1.838)
C (0.692, -6.725, 0.525)
C (0.625, -5.420, 0.093)
H (1.128, 3.015, -3.295)
H (0.340, 2.106, -4.602)
H (2.058, 1.874, -4.272)
H (0.467, -0.396, -4.377)
H (-0.080, -2.591, -4.387)
H (-0.740, -3.316, -2.890)
H (0.972, -3.436, -3.219)
H (1.516, -3.840, 2.938)
H (1.603, -6.184, 3.740)
H (1.123, -8.040, 2.179)
H (0.465, -7.540, -0.159)
H (0.353, -5.176, -0.923)
N (-2.683, 0.685, -1.931)
C (-2.722, 2.096, -2.318)
C (-1.831, 2.993, -1.460)
C (-2.198, 2.984, 0.021)
C (-1.177, 3.763, 0.859)
N (0.024, 2.985, 1.050)
H (-1.847, 0.497, -1.378)
H (-2.581, 0.103, -2.758)
H (-3.771, 2.433, -2.239)
H (-2.425, 2.230, -3.371)
H (-1.885, 4.018, -1.850)
H (-0.805, 2.635, -1.555)
H (-2.200, 1.955, 0.380)
H (-3.202, 3.403, 0.160)
H (-1.601, 3.962, 1.852)
H (-0.993, 4.745, 0.369)
H (0.728, 3.480, 1.586)
H (0.437, 2.707, 0.168)
N (5.302, 2.362, 4.638)
C (4.413, 1.520, 3.924)
N (4.039, 0.328, 4.574)
N (4.138, 1.816, 2.658)
C (3.364, 1.223, 1.857)
N (2.746, 0.804, 0.944)
H (6.062, 1.829, 5.061)
H (5.675, 3.045, 3.990)
H (3.727, 0.479, 5.530)
H (3.307, -0.138, 4.047)
N (-0.386, 0.181, 2.036)
C (-0.779, -0.227, 3.050)
C (-1.271, -0.605, 4.273)
C (-2.582, -1.036, 4.425)
N (-3.677, -1.362, 4.610)
C (-0.468, -0.580, 5.405)
N (0.156, -0.551, 6.379)
C (-5.382, -0.383, -0.465)
N (-4.309, -1.295, -0.196)
C (-4.175, -2.416, -1.091)
C (-3.312, -1.012, 0.675)
O (-2.354, -1.709, 0.873)
H (-6.346, -0.903, -0.407)
H (-5.271, 0.057, -1.461)
H (-5.370, 0.420, 0.268)
H (-4.962, -3.157, -0.904)
H (-3.201, -2.872, -0.917)
H (-4.240, -2.085, -2.132)
H (-3.507, -0.073, 1.225)

Atomic partial charges in e from the Löwdin method, atoms 1 to 2: 1.108, -0.045


18 unconnected molecules or ions with the total composition C36H23Cl68NO4. Source: the OMol25 dataset; level of theory: wB97M-V/def2-TZVPD.

Calculated values
HOMO energy: -8.7628 eV
Relative energy (zero: lowest compared OMol25 entry of this formula, charge and spin): 5.4464 eV
Gap between HOMO and LUMO: 7.9 eV
LUMO level: -0.0334 Eh

Positions of all 132 atoms, in Å:
C (5.985, 2.620, 2.307)
C (4.508, 2.008, 2.184)
O (3.748, 2.170, 3.186)
O (4.121, 1.301, 1.012)
C (2.851, 1.796, 0.491)
C (2.919, 2.049, -1.114)
C (1.517, 2.700, -1.628)
C (1.658, 4.304, -1.919)
C (0.965, 5.010, -0.643)
C (1.692, 5.370, 0.536)
C (0.919, 6.026, 1.793)
O (1.438, 6.884, 2.553)
C (-0.567, 5.444, 2.025)
C (-1.206, 5.220, 3.414)
C (-0.357, 5.593, 4.711)
C (-2.648, 4.596, 3.433)
C (-3.434, 4.202, 2.145)
C (-4.887, 3.522, 2.147)
C (-4.930, 2.320, 1.042)
N (-3.788, 1.364, 1.188)
C (-2.785, 4.448, 0.727)
C (-1.370, 5.058, 0.727)
C (-0.627, 5.288, -0.687)
O (-1.229, 5.680, -1.722)
H (5.874, 3.684, 2.706)
H (6.639, 2.053, 3.067)
H (6.544, 2.620, 1.297)
H (2.643, 2.807, 1.000)
H (1.952, 1.118, 0.747)
H (3.088, 1.006, -1.586)
H (3.769, 2.770, -1.406)
H (0.779, 2.559, -0.747)
H (1.070, 2.126, -2.510)
H (1.063, 4.542, -2.879)
H (2.763, 4.598, -2.005)
H (2.818, 5.211, 0.634)
H (0.757, 5.345, 4.516)
H (-0.657, 4.921, 5.594)
H (-0.378, 6.710, 4.980)
H (-3.099, 4.425, 4.473)
H (-5.730, 4.233, 1.853)
H (-5.055, 3.001, 3.157)
H (-4.900, 2.791, -0.004)
H (-5.917, 1.763, 1.181)
H (-4.097, 0.403, 0.914)
H (-3.042, 1.591, 0.509)
H (-3.317, 4.167, -0.250)
C (-5.336, 5.396, 7.037)
Cl (-4.579, 6.958, 6.662)
Cl (-6.842, 5.229, 6.110)
Cl (-4.223, 4.081, 6.601)
Cl (-5.699, 5.314, 8.774)
C (-6.632, -1.556, 0.310)
Cl (-6.453, -1.301, -1.439)
Cl (-5.023, -1.718, 1.053)
Cl (-7.488, -0.175, 1.025)
Cl (-7.566, -3.039, 0.599)
C (0.870, -1.368, -2.759)
Cl (1.375, -0.108, -3.908)
Cl (-0.428, -2.344, -3.477)
Cl (2.255, -2.409, -2.380)
Cl (0.278, -0.607, -1.267)
C (7.291, 2.612, 6.265)
Cl (8.049, 4.172, 5.878)
Cl (5.790, 2.436, 5.333)
Cl (8.405, 1.292, 5.845)
Cl (6.924, 2.546, 8.002)
C (-2.723, -1.630, -6.815)
Cl (-2.632, -3.368, -7.167)
Cl (-4.041, -1.330, -5.662)
Cl (-1.188, -1.088, -6.107)
Cl (-3.028, -0.734, -8.325)
C (2.955, -3.579, 1.453)
Cl (3.238, -1.847, 1.165)
Cl (1.860, -3.779, 2.838)
Cl (2.221, -4.306, 0.009)
Cl (4.500, -4.385, 1.798)
C (-7.540, 0.619, -7.490)
Cl (-5.963, -0.082, -7.914)
Cl (-7.292, 2.122, -6.577)
Cl (-8.452, 0.970, -8.974)
Cl (-8.452, -0.536, -6.494)
C (1.352, 2.979, 7.585)
Cl (1.925, 2.318, 6.039)
Cl (1.175, 4.741, 7.447)
Cl (-0.220, 2.260, 7.992)
Cl (2.526, 2.599, 8.864)
C (-5.056, -6.229, -8.646)
Cl (-4.470, -6.898, -10.188)
Cl (-5.219, -4.466, -8.790)
Cl (-6.635, -6.939, -8.255)
Cl (-3.898, -6.612, -7.354)
C (0.019, 2.562, -6.772)
Cl (0.054, 1.754, -8.354)
Cl (1.541, 2.240, -5.909)
Cl (-0.170, 4.313, -7.004)
Cl (-1.344, 1.940, -5.819)
C (6.929, -6.134, -1.525)
Cl (6.931, -7.210, -2.938)
Cl (5.461, -5.132, -1.548)
Cl (6.960, -7.106, -0.038)
Cl (8.363, -5.086, -1.577)
C (4.837, -7.496, -6.477)
Cl (6.411, -8.191, -6.924)
Cl (5.091, -5.991, -5.569)
Cl (3.904, -7.150, -7.949)
Cl (3.945, -8.654, -5.468)
C (-0.852, -9.062, -7.946)
Cl (0.761, -8.491, -8.424)
Cl (-1.161, -8.611, -6.255)
Cl (-2.080, -8.318, -8.992)
Cl (-0.927, -10.830, -8.110)
C (-2.195, 2.952, 11.909)
Cl (-0.590, 3.528, 11.419)
Cl (-2.496, 3.396, 13.603)
Cl (-3.427, 3.698, 10.870)
Cl (-2.268, 1.184, 11.738)
C (10.934, 1.526, 9.176)
Cl (11.532, 0.849, 7.646)
Cl (10.768, 3.288, 9.018)
Cl (9.353, 0.815, 9.562)
Cl (12.085, 1.154, 10.478)
C (4.245, -9.401, 1.925)
Cl (4.829, -10.073, 0.387)
Cl (4.074, -7.639, 1.775)
Cl (2.669, -10.117, 2.324)
Cl (5.409, -9.774, 3.215)
C (-10.749, -6.055, -7.804)
Cl (-10.750, -7.127, -9.220)
Cl (-12.211, -5.045, -7.824)
Cl (-10.725, -7.032, -6.320)
Cl (-9.310, -5.015, -7.850)

Atomic partial charges in e from the Löwdin method, atoms 1 to 2: -0.049, -0.391


A molecular structure, C36H46Cl3CoGeN7O2P2S2Se. Source: the OMol25 dataset; level of theory: wB97M-V/def2-TZVPD.

Calculated values
HOMO energy (spin up / spin down): -7.3277 / -7.2998 eV
Relative energy (zero: lowest compared OMol25 entry of this formula, charge and spin): 0.0000 eV
⟨S²⟩: 0.781
Gap between HOMO and LUMO (spin up / spin down): 7.1 / 7.2 eV
LUMO level (spin up / spin down): -0.0102 / -0.0027 Eh
Spin multiplicity: 2

Positions of all 101 atoms, in Å:
Co (-0.272, -0.067, 0.363)
N (1.731, 0.207, 1.119)
C (1.826, 0.661, 2.481)
C (2.818, 0.195, 3.330)
C (2.853, 0.624, 4.651)
C (1.911, 1.528, 5.122)
C (0.907, 1.977, 4.274)
C (0.847, 1.536, 2.957)
P (-0.506, 1.804, 1.780)
C (-0.049, 3.318, 0.878)
C (-0.749, 3.609, -0.296)
C (-0.411, 4.719, -1.053)
C (0.635, 5.541, -0.652)
C (1.336, 5.256, 0.511)
C (0.995, 4.147, 1.276)
C (-1.969, 2.290, 2.759)
C (-2.359, 1.504, 3.847)
C (-3.536, 1.771, 4.528)
C (-4.349, 2.823, 4.126)
C (-3.969, 3.611, 3.051)
C (-2.786, 3.347, 2.370)
H (2.431, -0.490, 0.893)
H (1.802, 0.964, 0.429)
H (3.561, -0.504, 2.962)
H (3.626, 0.252, 5.311)
H (1.947, 1.869, 6.148)
H (0.148, 2.658, 4.642)
H (-1.545, 2.952, -0.632)
H (-0.955, 4.928, -1.965)
H (0.905, 6.404, -1.249)
H (2.148, 5.899, 0.829)
H (1.546, 3.930, 2.183)
H (-1.739, 0.682, 4.178)
H (-3.819, 1.153, 5.371)
H (-5.274, 3.027, 4.650)
H (-4.593, 4.436, 2.735)
H (-2.507, 3.975, 1.535)
C (-5.517, 1.484, -0.085)
C (-5.232, 0.741, -1.372)
O (-4.162, 1.364, -2.093)
P (-2.584, 0.910, -2.112)
S (0.698, 1.106, -1.529)
S (-2.389, -0.156, -0.304)
O (-2.633, -0.416, -3.080)
C (-2.957, -0.281, -4.469)
C (-1.966, 0.570, -5.241)
H (-6.383, 1.046, 0.419)
H (-5.730, 2.534, -0.293)
H (-4.659, 1.426, 0.586)
H (-6.099, 0.768, -2.034)
H (-4.988, -0.307, -1.180)
H (-3.973, 0.111, -4.561)
H (-2.948, -1.300, -4.851)
H (-1.873, 1.569, -4.813)
H (-2.301, 0.672, -6.274)
H (-0.979, 0.102, -5.234)
C (3.729, 1.315, -3.268)
N (3.777, -0.138, -3.376)
C (2.904, -1.037, -2.913)
Se (1.224, -0.964, -2.039)
N (3.322, -2.262, -3.255)
C (4.511, -2.170, -3.962)
C (5.335, -3.132, -4.527)
C (6.475, -2.673, -5.163)
C (6.778, -1.306, -5.234)
C (5.949, -0.350, -4.672)
C (4.808, -0.818, -4.037)
H (2.767, 1.620, -2.868)
H (3.864, 1.743, -4.260)
H (4.525, 1.660, -2.610)
H (2.781, -3.106, -2.994)
H (5.090, -4.184, -4.474)
H (7.149, -3.387, -5.618)
H (7.678, -0.990, -5.745)
H (6.182, 0.705, -4.728)
C (-1.037, -1.544, 2.786)
N (-1.199, -2.699, 3.653)
C (0.120, -3.315, 3.842)
N (0.723, -3.737, 2.575)
C (0.864, -2.571, 1.720)
N (-0.445, -1.894, 1.466)
C (-1.342, -2.929, 0.839)
N (-1.501, -4.095, 1.692)
C (-2.065, -3.672, 2.969)
C (-0.185, -4.690, 1.923)
H (-0.368, -0.833, 3.275)
H (-2.004, -1.072, 2.603)
H (0.013, -4.186, 4.490)
H (0.780, -2.593, 4.330)
H (1.286, -2.866, 0.756)
H (1.523, -1.868, 2.220)
H (-0.889, -3.229, -0.103)
H (-2.307, -2.473, 0.638)
H (-2.191, -4.543, 3.614)
H (-3.040, -3.215, 2.795)
H (0.241, -4.996, 0.966)
H (-0.293, -5.567, 2.562)
Cl (-0.083, -3.162, -4.950)
Ge (-0.874, -3.436, -2.839)
Cl (-1.813, -5.466, -3.066)
Cl (1.325, -4.355, -1.934)

Atomic partial charges in e from the Löwdin method, atoms 1 to 2: -0.178, -0.012